[1]
DFT (ωB97M-V/def2-TZVPD) results for C3H3N3O3 as an isolated structure.

```
12
Properties=species:S:1:pos:R:3:forces:R:3
C -1.519923 0.555041 0.834541 3.0 3.1 -3.6
C 0.532936 0.118886 -0.027427 1.9 0.5 3.3
C 2.721038 -0.868880 -0.597805 1.6 -3.7 -3.6
H -3.176612 1.391000 0.850387 -1.0 0.0 -0.9
H -2.646699 -0.904166 -0.642110 1.3 1.9 -0.3
H 3.346713 -1.776102 0.299250 -1.9 3.2 -2.8
N -2.460407 1.066850 1.444872 1.2 -0.9 2.7
N -1.241765 0.835285 -0.586352 -5.0 -4.0 -2.2
N -0.160891 0.142887 -1.080678 0.4 1.4 0.1
O 1.922334 0.056720 0.215243 -1.4 -1.9 -2.1
O 2.831603 -1.034020 -1.875228 -1.2 1.9 8.3
O -0.148329 0.416498 1.165308 1.2 -1.6 1.1
```
Forces are in eV/Å.

Properties
Frontier orbital gap ... 6.5 eV
ΔE to the lowest compared entry with this formula, charge and spin ... 11.4104 eV
HOMO level ... -9.22 eV

Atomic partial charges in e from the Mulliken method, atoms 1 to 4: atom 1 (C): 0.444, atom 2 (C): 0.573, atom 3 (C): 0.207, atom 4 (H): 0.285

[2]
DFT (ωB97M-V/def2-TZVPD) results for an isolated ion of composition C3H3N4 and charge +1.

```
10
Properties=species:S:1:pos:R:3:forces:R:3
C -0.469480 -1.216110 0.393679 -0.4 -1.4 -0.3
C 0.081933 -0.327031 1.498485 -0.3 0.7 -2.2
C -0.288982 0.632508 -0.835093 -0.6 -1.7 4.9
N 1.789293 1.391452 -1.884344 -1.0 -0.1 0.6
N -0.548301 -0.723327 -0.757387 0.8 -0.1 -1.3
N 0.192789 0.850121 1.095466 0.4 1.0 -1.4
N 0.824723 1.094523 -1.438563 1.9 0.5 -1.5
H -0.873635 -2.217087 0.376920 0.3 -0.5 1.2
H 0.522125 -0.564951 2.448891 -0.4 -0.5 0.6
H -1.230464 1.079903 -0.898053 -0.8 2.0 -0.6
```
Forces are in eV/Å.

Properties
Frontier orbital gap (spin up / spin down) ... 8.5 / 8.5 eV
Total charge ... +1
ΔE to the lowest compared entry with this formula, charge and spin ... 2.8118 eV
HOMO level (spin up / spin down) ... -15.29 / -15.29 eV

Atomic partial charges in e from the Mulliken method, atoms 1 to 4: atom 1 (C): -0.096, atom 2 (C): -0.026, atom 3 (C): 0.117, atom 4 (N): -0.107

[3]
DFT (ωB97M-V/def2-TZVPD) results for one molecule with the formula C3H3N5.

```
11
Properties=species:S:1:pos:R:3:forces:R:3
C 1.209269 1.143664 -0.034197 5.6 0.9 0.1
C -0.067943 0.601919 -0.088303 -0.7 7.7 -0.6
C 0.057966 -0.693347 -0.116324 -4.6 -2.7 0.0
H 1.758221 -1.998561 0.437737 -1.6 3.8 -2.0
H 1.832820 2.129745 -0.248933 -2.3 -1.9 1.0
H -2.961299 -0.017981 0.129929 -0.9 -0.4 -0.2
N 1.347583 -1.015772 -0.041752 2.4 -5.6 2.2
N 2.066158 0.109685 0.156824 -0.6 1.9 -1.2
N -1.311837 1.110697 -0.019738 0.3 -0.6 1.8
N -1.975849 -0.032069 0.229494 3.1 0.4 -3.4
N -1.243982 -1.090629 -0.165656 -0.6 -3.7 2.3
```
Forces are in eV/Å.

Properties
Frontier orbital gap ... 9.3 eV
Structure (SMILES) ... c1n[nH]c2n[nH]nc12
ΔE to the lowest compared entry with this formula, charge and spin ... 3.1287 eV
HOMO level ... -8.99 eV

Atomic partial charges in e from the Mulliken method, atoms 1 to 4: atom 1 (C): -0.552, atom 2 (C): 0.735, atom 3 (C): 0.481, atom 4 (H): 0.341

[4]
DFT (ωB97M-V/def2-TZVPD) results for C3H3N5 as an isolated structure.

```
11
Properties=species:S:1:pos:R:3:forces:R:3
C -0.216466 -0.745498 -0.624743 -9.1 -1.2 -2.4
C -0.862483 0.599260 -0.882245 2.1 -0.4 2.4
C 1.480140 -0.092507 0.290469 4.6 4.2 4.4
H -0.607554 -2.595721 -0.697863 -1.2 1.3 0.4
H -1.333664 0.837527 -1.765203 -0.9 0.4 -2.0
H 2.493448 0.352692 0.424881 -0.2 -1.1 -0.5
N -1.128128 -1.651395 -0.681481 2.6 -1.9 -0.1
N -0.771557 1.485770 0.031729 0.0 0.3 -0.7
N -0.334118 1.051630 1.210497 3.0 -2.4 2.5
N 0.747008 0.282373 1.383093 -4.3 3.5 0.3
N 1.064027 -0.762952 -0.609940 3.2 -2.7 -4.3
```
Forces are in eV/Å.

Properties
Frontier orbital gap ... 9.4 eV
ΔE to the lowest compared entry with this formula, charge and spin ... 4.1132 eV
HOMO level ... -10.38 eV

Atomic partial charges in e from the Mulliken method, atoms 1 to 4: atom 1 (C): 0.448, atom 2 (C): 0.022, atom 3 (C): 0.055, atom 4 (H): 0.265

[5]
DFT (ωB97M-V/def2-TZVPD) results for one molecule with the formula C3H3N5.

```
11
Properties=species:S:1:pos:R:3:forces:R:3
C -0.582941 -1.173830 0.016632 0.2 -2.1 -0.6
C 0.376719 0.855353 -0.182910 -1.4 -0.2 0.8
C 0.186015 -0.431146 -0.790096 2.1 2.1 -1.0
H -0.847013 -2.257282 -0.061492 0.0 1.3 0.2
H -1.750876 -0.645717 1.592883 -0.1 0.3 0.1
H -0.081832 1.319501 1.809906 -0.9 -0.8 -1.4
N -0.905680 -0.444489 1.081255 -0.8 0.8 1.4
N -0.541023 0.938852 0.928460 2.1 -0.2 0.2
N 1.302065 1.569534 -0.750152 -0.5 -0.9 -0.2
N 1.718198 0.690952 -1.822069 0.0 0.7 0.8
N 1.126368 -0.421729 -1.822417 -0.6 -1.0 -0.3
```
Forces are in eV/Å.

Properties
Frontier orbital gap ... 9.4 eV
Structure (SMILES) ... c1[nH][nH]c2nnnc1-2
ΔE to the lowest compared entry with this formula, charge and spin ... 2.2723 eV
HOMO level ... -9.49 eV

Atomic partial charges in e from the Mulliken method, atoms 1 to 4: atom 1 (C): -0.532, atom 2 (C): 0.540, atom 3 (C): 0.465, atom 4 (H): 0.400

[6]
DFT (ωB97M-V/def2-TZVPD) results for a 2-piece molecular cluster, C3H3NO overall.

```
8
Properties=species:S:1:pos:R:3:forces:R:3
O -2.084554 0.723201 0.519725 0.5 -0.1 -0.9
C -1.303964 -0.026916 0.089282 -0.7 -0.8 1.3
C -0.301673 -0.857374 -0.106073 -1.5 -0.9 -0.3
C 1.132838 0.825211 -0.082550 1.8 1.4 0.2
N 2.101661 0.542635 0.485952 -0.6 0.2 -0.4
H 0.387875 1.365350 -0.636194 0.5 0.1 0.1
H 0.096774 -1.166361 -1.056755 -0.2 0.1 0.0
H -0.028956 -1.405748 0.786615 0.0 0.0 0.0
```
Forces are in eV/Å.

Properties
Frontier orbital gap ... 9.4 eV
Structure (SMILES) ... C=C=O.C#N
ΔE to the lowest compared entry with this formula, charge and spin ... 2.2609 eV
HOMO level ... -9.13 eV

Atomic partial charges in e from the Mulliken method, atoms 1 to 4: atom 1 (O): -0.347, atom 2 (C): 0.672, atom 3 (C): -0.949, atom 4 (C): 0.150

[7]
DFT (ωB97M-V/def2-TZVPD) results for one molecule with the formula C3H3NO.

```
8
Properties=species:S:1:pos:R:3:forces:R:3
C 1.969201 -0.172820 -0.088518 3.6 0.5 0.6
C -1.567766 0.494309 0.019389 -1.6 0.3 0.0
C 0.687082 -0.385538 -0.072436 -2.6 1.1 -0.4
N -0.316211 0.658629 -0.111571 0.8 -0.6 0.7
O 3.146953 -0.132739 0.000556 -2.5 0.1 -0.5
H -2.243797 1.447857 0.203484 1.5 -1.9 -0.7
H -2.182900 -0.482632 -0.038661 1.3 1.2 0.3
H 0.507439 -1.427068 0.087759 -0.6 -0.7 0.0
```
Forces are in eV/Å.

Properties
Frontier orbital gap ... 9.6 eV
Structure (SMILES) ... C=NC=C=O
ΔE to the lowest compared entry with this formula, charge and spin ... 1.8163 eV
HOMO level ... -9.06 eV

Atomic partial charges in e from the Mulliken method, atoms 1 to 4: atom 1 (C): 0.721, atom 2 (C): -0.194, atom 3 (C): -0.463, atom 4 (N): -0.425

[8]
DFT (ωB97M-V/def2-TZVPD) results for one molecule with the formula C3H3NO.

```
8
Properties=species:S:1:pos:R:3:forces:R:3
C -2.551135 1.162426 -1.564679 0.8 0.2 -0.2
C 0.306093 -0.319421 -0.258788 -1.1 0.7 0.8
C -0.686844 0.562487 0.000708 0.9 -2.8 -3.3
N -1.590603 0.705809 -1.035304 -0.7 0.2 -0.3
O -3.388349 1.584021 -2.256775 -0.8 0.1 0.0
H 0.963995 -0.541476 0.546737 0.7 -0.2 0.3
H 0.360583 -0.907684 -1.193131 -0.1 0.7 0.7
H -0.996605 1.054339 0.847695 0.2 1.0 2.2
```
Forces are in eV/Å.

Properties
Frontier orbital gap ... 10.1 eV
Structure (SMILES) ... C=CN=C=O
ΔE to the lowest compared entry with this formula, charge and spin ... 0.4365 eV
HOMO level ... -9.33 eV

Atomic partial charges in e from the Mulliken method, atoms 1 to 4: atom 1 (C): 0.503, atom 2 (C): -0.709, atom 3 (C): -0.066, atom 4 (N): -0.220

[9]
DFT (ωB97M-V/def2-TZVPD) results for a 2-piece molecular cluster, C3H3NO overall.

```
8
Properties=species:S:1:pos:R:3:forces:R:3
C -0.831003 0.546001 -0.531143 0.3 0.4 0.7
C 2.788683 -0.580341 -0.515096 -0.1 0.0 -0.2
C -0.942603 -0.080862 0.776080 -0.1 0.7 0.7
N -0.606798 1.218170 -1.428792 -0.1 0.0 -0.7
O 2.619969 -0.443621 -1.618875 0.1 0.0 0.2
H 0.081549 -0.097944 1.248791 -1.3 -0.2 -0.3
H -1.411363 -1.036868 0.685547 0.3 -1.0 0.0
H -1.698434 0.475467 1.383488 1.0 0.0 -0.3
```
Forces are in eV/Å.

Properties
Frontier orbital gap ... 12.6 eV
ΔE to the lowest compared entry with this formula, charge and spin ... 0.1590 eV
HOMO level ... -11.82 eV

Atomic partial charges in e from the Mulliken method, atoms 1 to 4: atom 1 (C): 0.295, atom 2 (C): 0.094, atom 3 (C): -0.683, atom 4 (N): -0.364

[10]
DFT (ωB97M-V/def2-TZVPD) results for one molecule with the formula C3H3NO.

```
8
Properties=species:S:1:pos:R:3:forces:R:3
C 1.000519 0.688133 0.263562 -0.1 0.0 0.0
C -0.289356 0.009012 0.014575 0.5 0.1 0.0
O -0.229546 -1.194569 -0.499326 -0.2 0.1 0.1
C -1.625441 -0.935633 -0.350361 -1.0 -0.4 -0.2
N -2.762979 -1.214319 -0.442532 1.0 0.3 0.1
H 1.853153 0.068351 -0.042864 -0.2 0.1 0.0
H 0.997895 1.643880 -0.274097 0.0 -0.1 0.1
H 1.055756 0.935144 1.331044 0.0 0.0 -0.1
```
Forces are in eV/Å.

Properties
Frontier orbital gap ... 8.2 eV
ΔE to the lowest compared entry with this formula, charge and spin ... 4.5707 eV
HOMO level ... -8.90 eV

Atomic partial charges in e from the Mulliken method, atoms 1 to 4: atom 1 (C): -0.916, atom 2 (C): 0.285, atom 3 (O): -0.203, atom 4 (C): 0.471

[11]
DFT (ωB97M-V/def2-TZVPD) results for C3H3NO as an isolated structure.

```
8
Properties=species:S:1:pos:R:3:forces:R:3
N 2.165774 -0.526496 0.723667 -1.9 0.9 -0.9
C 1.089510 -0.360517 0.297700 0.0 -4.3 0.3
C -0.307032 0.849334 -0.189036 -2.3 1.4 -0.8
C -0.542774 -0.597911 -0.117404 2.2 0.0 0.8
O -0.642006 1.592682 0.693259 0.1 0.8 -0.1
H 0.217835 1.118008 -1.132410 -0.1 0.6 0.3
H -0.872820 -1.139907 -1.040070 1.4 0.4 0.6
H -1.108487 -0.935193 0.764294 0.6 0.3 -0.2
```
Forces are in eV/Å.

Properties
Frontier orbital gap ... 10.3 eV
ΔE to the lowest compared entry with this formula, charge and spin ... 2.3294 eV
HOMO level ... -10.45 eV

Atomic partial charges in e from the Mulliken method, atoms 1 to 4: atom 1 (N): -0.358, atom 2 (C): 0.183, atom 3 (C): 0.180, atom 4 (C): -0.364

[12]
DFT (ωB97M-V/def2-TZVPD) results for a 2-piece molecular cluster, C3H3NO overall.

```
8
Properties=species:S:1:pos:R:3:forces:R:3
O -1.382806 -0.438805 -0.365453 0.0 0.0 0.3
C -0.486185 -0.823185 -1.150745 -0.3 0.1 -0.1
C 1.408733 0.345588 0.216036 0.1 0.2 0.9
C 0.702984 0.456503 1.195968 0.2 -0.1 -0.5
N -1.927589 -0.157218 0.667791 0.2 -0.2 -0.6
H -0.489884 -0.182924 -2.044835 -0.1 -0.1 0.1
H 2.263476 0.351652 -0.438174 -0.5 -0.1 0.0
H -0.088730 0.448389 1.919413 0.4 0.2 0.0
```
Forces are in eV/Å.

Properties
Frontier orbital gap (spin up / spin down) ... 8.4 / 8.4 eV
ΔE to the lowest compared entry with this formula, charge and spin ... 9.4013 eV
HOMO level (spin up / spin down) ... -9.04 / -9.05 eV

Atomic partial charges in e from the Mulliken method, atoms 1 to 4: atom 1 (O): 0.089, atom 2 (C): -0.181, atom 3 (C): -0.553, atom 4 (C): -0.254

- Which formula does entry 9 have?
  C3H3NO